This record from the OMol25 dataset describes a 7-piece molecular cluster, C6H26O6 overall in a non-equilibrium geometry. The level of theory is wB97M-V/def2-TZVPD.

Structure (ORCA input):
```
! RIJCOSX wB97M-V def2-TZVPD def2/J DEFGRID3
* xyz 0 1
C 2.59 1.65 0.70
C 1.29 0.94 1.16
C 0.35 0.63 -0.01
C 0.86 -0.52 -0.89
C 0.08 -1.80 -0.70
C -1.29 -1.75 -1.39
H 2.41 2.58 0.13
H 3.18 1.94 1.54
H 3.20 0.97 0.11
H 1.56 0.00 1.67
H 0.79 1.59 1.89
H -0.67 0.40 0.42
H 0.21 1.58 -0.58
H 1.96 -0.78 -0.64
H 0.92 -0.21 -2.00
H 0.61 -2.73 -1.10
H -0.08 -2.00 0.37
H -1.16 -1.66 -2.47
H -1.92 -0.93 -1.04
H -1.85 -2.66 -1.18
O -0.24 -1.71 2.87
H -0.12 -1.39 3.76
H -0.94 -1.15 2.53
O 0.86 2.06 -2.86
H 1.01 2.99 -3.04
H 1.45 1.82 -2.08
O -1.73 1.44 -2.47
H -1.87 0.61 -2.99
H -0.75 1.70 -2.57
O -2.31 -0.17 2.18
H -3.11 -0.75 2.24
H -2.41 0.37 1.40
O -2.92 1.17 -0.05
H -2.37 1.21 -0.89
H -3.23 2.02 0.10
O 2.22 -2.28 1.96
H 2.09 -3.19 1.65
H 1.33 -2.01 2.25
*
```

Summary:
HOMO, eV: -10.4
SMILES string: CCCCCC.O.O.O.O.O.O
Kohn-Sham gap, Ha: 0.3962
LUMO energy, eV: 0.40

Atomic partial charges in e from the natural (NBO) method, atoms 1 to 5: atom 1 (C): -0.615, atom 2 (C): -0.404, atom 3 (C): -0.426, atom 4 (C): -0.429, atom 5 (C): -0.396